Record 1
{
  "formula": "C26H38AlN6O3S5Si",
  "method": "ωB97M-V/def2-TZVPD",
  "homo_lumo_gap_ev": 6.33,
  "e_tot_ev": -111324.1890,
  "charge": -1,
  "species": ["C", "H", "H", "S", "C", "C", "H", "H", "N", "C", "H", "N", "N", "H", "C", "H", "C", "C", "H", "C", "H", "C", "H", "C", "C", "H", "H", "H", "H", "N", "H", "C", "C", "H", "H", "S", "C", "C", "H", "H", "Si", "Al", "H", "O", "H", "N", "H", "C", "H", "C", "H", "H", "C", "H", "H", "S", "C", "H", "S", "H", "H", "O", "H", "C", "C", "C", "H", "C", "H", "S", "O", "H", "H", "H", "H", "C", "C", "H", "N", "C"],
  "positions_angstrom": [[-4.006, -3.919, 0.515], [1.609, 1.572, -4.320], [-0.475, 0.671, -0.393], [-0.778, -1.797, 2.983], [4.020, 0.114, -0.559], [2.645, 6.538, -1.988], [0.415, 6.663, 0.636], [4.182, 3.772, -2.702], [2.776, -1.172, -3.529], [2.075, -1.222, -1.052], [-2.194, 3.125, -3.408], [-0.583, 0.500, 0.621], [-2.125, -6.756, -0.380], [1.458, 2.539, -5.797], [3.541, 4.262, -5.289], [-1.661, 2.496, -0.280], [-1.939, 3.807, -4.217], [-5.052, -4.660, -0.114], [-3.573, 5.955, -3.706], [-2.394, -5.733, 0.073], [0.127, 4.116, -0.088], [-1.760, -3.764, 1.363], [3.675, 5.015, 0.047], [2.460, -1.194, -2.423], [-1.381, 2.817, 0.719], [-2.271, 2.896, 1.342], [2.898, 4.553, -6.121], [-1.363, 4.803, 0.095], [-1.768, 6.123, -5.601], [5.007, 0.633, -0.845], [3.900, 5.168, -4.797], [-3.284, -1.881, 1.656], [-1.554, 5.177, -3.662], [4.411, 2.229, -3.551], [3.429, 5.860, -2.322], [-3.689, -0.267, 2.094], [-2.768, 5.813, -2.985], [2.150, 2.203, -5.022], [0.640, 2.132, 1.070], [-1.103, 3.373, -4.767], [0.728, 4.025, -2.508], [0.387, -1.112, 1.246], [-2.793, 3.907, -4.888], [1.704, 4.254, -3.796], [-0.511, 1.666, 2.353], [-0.737, 4.148, 0.564], [3.094, 7.496, -1.725], [1.925, 5.949, -0.777], [-0.448, 4.522, 1.464], [2.828, -0.544, -0.143], [3.085, 2.415, -2.406], [-0.786, -4.214, 1.508], [-4.265, -2.655, 1.007], [-0.837, 7.074, -4.420], [2.938, 1.603, -5.479], [0.235, 2.126, -1.968], [0.804, 6.909, -0.356], [3.424, 6.685, 0.599], [2.522, -0.474, 1.590], [-0.004, 6.849, -1.085], [-3.130, 5.161, -2.186], [-0.543, 5.083, -2.659], [-1.600, 0.284, 0.819], [2.927, 5.745, 0.357], [3.669, 2.929, -3.170], [2.757, 3.403, -4.300], [1.172, 7.935, -0.323], [-2.718, -4.472, 0.645], [-0.108, 5.648, -5.175], [0.677, -2.225, -0.681], [1.361, 4.661, -1.060], [-5.251, -2.228, 0.893], [2.434, 5.366, 1.255], [4.394, 3.705, -5.676], [1.948, 6.683, -2.814], [-2.020, -2.504, 1.886], [-1.039, 6.068, -4.792], [-2.502, 6.780, -2.555], [-5.917, -5.250, -0.590], [-0.380, 1.800, 1.278]]
}

Record 2
{
  "formula": "C5H9FN3",
  "method": "ωB97M-V/def2-TZVPD",
  "homo_lumo_gap_ev": 10.16,
  "smiles": "N[C@]1([NH3+])N=CC=C[C@@H]1F",
  "relative_energy_kj_mol": 78.8,
  "e_tot_ev": -12510.5516,
  "charge": 1,
  "species": ["H", "N", "H", "N", "C", "H", "H", "C", "H", "C", "H", "F", "C", "N", "H", "H", "C", "H"],
  "positions_angstrom": [[1.013, 1.412, 1.435], [-0.993, -0.096, 1.051], [0.970, -2.860, 1.253], [-1.098, 1.584, -0.776], [-0.595, -1.274, 1.409], [-1.329, -1.812, 2.062], [1.579, -2.364, -1.043], [-0.035, 0.562, -0.041], [-1.966, 0.974, -0.944], [1.012, -1.640, -0.368], [-0.661, 1.850, -1.701], [1.373, 0.098, -1.929], [0.557, -2.011, 0.822], [0.958, 1.279, 0.426], [1.778, 1.082, -0.056], [-0.333, -0.899, -1.847], [0.419, -0.491, -1.096], [-1.218, 2.423, -0.265]]
}

Record 3
{
  "formula": "C2H7BO3",
  "method": "ωB97M-V/def2-TZVPD",
  "homo_lumo_gap_ev": 10.07,
  "smiles": "CO[C@H](O)BO",
  "relative_energy_kj_mol": 496.0,
  "e_tot_ev": -9005.0454,
  "species": ["H", "B", "O", "C", "H", "C", "H", "H", "H", "O", "H", "O", "H"],
  "positions_angstrom": [[2.091, 0.291, 0.684], [-1.448, 0.954, 0.169], [-1.410, -1.554, -0.123], [-0.511, -0.612, 0.306], [-1.105, -1.535, -1.094], [1.606, 0.189, -0.267], [-2.770, -0.354, -0.460], [-1.356, 2.228, 0.275], [-0.207, -0.819, 1.363], [0.607, -0.843, -0.571], [1.151, 1.110, -0.708], [-2.675, 0.532, -0.095], [2.461, -0.178, -0.884]]
}

Record 4
{
  "formula": "C14H14CuN2O3S",
  "method": "ωB97M-V/def2-TZVPD",
  "homo_lumo_gap_ev": [3.39, 3.22],
  "spin_multiplicity": 2,
  "relative_energy_kj_mol": 67.8,
  "e_tot_ev": -79337.4066,
  "charge": -2,
  "species": ["C", "C", "C", "C", "C", "Cu", "N", "H", "H", "S", "H", "H", "H", "C", "H", "O", "C", "H", "N", "H", "O", "H", "H", "C", "C", "C", "O", "H", "H", "C", "C", "H", "C", "C", "H"],
  "positions_angstrom": [[0.279, -1.474, -3.668], [0.337, 2.013, -2.142], [-0.125, -0.112, 2.843], [-1.555, 1.522, 4.531], [-0.644, 1.157, -2.928], [0.326, -0.304, -1.607], [1.331, 1.221, -1.523], [-0.523, 0.517, 6.157], [0.806, 2.679, -2.869], [0.614, -1.060, 1.528], [-0.351, 2.557, -1.467], [-0.141, -1.165, -4.621], [-1.690, 1.086, -2.640], [-1.052, 0.777, 0.801], [0.323, -3.090, -0.735], [2.032, -0.804, 1.474], [0.087, -0.249, 4.204], [0.792, -0.982, 4.592], [-0.183, -0.232, 0.365], [2.138, 1.514, -0.982], [-1.740, 1.548, 0.120], [-0.515, 1.099, -4.009], [-2.427, 2.337, 2.700], [-0.427, -2.164, -2.634], [0.509, -2.461, -1.573], [-0.656, 0.597, 5.072], [0.171, -2.416, 1.586], [-1.454, -2.505, -2.666], [-2.127, 2.171, 5.218], [-1.727, 1.628, 3.137], [-0.998, 0.801, 2.290], [2.720, -2.060, -1.432], [1.642, -1.326, -3.271], [1.796, -1.929, -1.982], [2.433, -0.891, -3.869]]
}

Record 5
{
  "formula": "C8H15FI2N",
  "method": "ωB97M-V/def2-TZVPD",
  "homo_lumo_gap_ev": [7.69, 8.23],
  "relative_energy_kj_mol": 414.6,
  "e_tot_ev": -28936.3781,
  "charge": 1,
  "species": ["H", "H", "C", "H", "F", "H", "H", "C", "H", "C", "H", "H", "I", "H", "C", "H", "I", "C", "H", "H", "C", "H", "N", "H", "C", "C", "H"],
  "positions_angstrom": [[-2.175, 0.955, 2.357], [2.065, -0.637, -0.418], [-1.829, -0.005, 1.899], [2.660, 1.262, -2.089], [5.505, -0.989, -1.507], [-1.491, -1.377, -0.551], [2.392, -0.446, -2.939], [-0.611, -0.925, -0.122], [2.316, 1.683, 0.122], [-0.845, 0.330, 0.814], [0.061, -1.727, 0.475], [-2.840, -0.247, 1.471], [5.355, 1.147, 0.430], [-1.374, 1.102, 0.242], [2.156, 0.353, -2.220], [1.067, 0.000, 1.754], [3.607, -2.035, 0.442], [4.635, -0.506, -0.650], [-1.690, -0.801, 2.560], [0.801, 1.784, -0.821], [1.350, 1.203, -0.152], [0.640, 1.703, 1.850], [1.470, 0.099, -1.045], [0.387, -1.138, -2.192], [0.536, 0.827, 1.132], [0.145, -0.471, -1.352], [-0.345, 0.321, -1.692]]
}

Record 6
{
  "formula": "C2H7O2PS",
  "method": "ωB97M-V/def2-TZVPD",
  "homo_lumo_gap_ev": 9.19,
  "relative_energy_kj_mol": 322.0,
  "e_tot_ev": -26403.3999,
  "species": ["S", "C", "C", "O", "H", "H", "O", "H", "H", "P", "H", "H", "H"],
  "positions_angstrom": [[-1.500, 0.923, 0.108], [-2.296, -0.483, -0.800], [3.004, -0.381, -0.179], [-1.133, 0.239, 1.558], [-1.857, -0.249, 1.974], [2.580, -0.511, 0.791], [-0.175, 1.129, -0.446], [-3.215, -0.637, -0.179], [-1.764, -1.407, -0.707], [2.873, 1.239, -0.454], [-2.535, -0.164, -1.819], [3.275, -1.178, -0.805], [2.744, 1.480, 0.958]]
}

Which formula does entry 5 have? C8H15FI2N